The following is a DFT calculation (ωB97M-V with the def2-TZVPD basis set) of C51H41AsCrN11O6S2 as an isolated structure in a non-equilibrium geometry.

Cartesian coordinates (Å):
Cr1 -0.16 -0.79 -0.01
O1 -0.79 -5.33 -2.68
C1 -1.21 -4.43 -3.58
C2 -1.91 -4.91 -4.69
C3 -2.36 -4.05 -5.67
C4 -2.10 -2.68 -5.58
C5 -1.42 -2.20 -4.49
C6 -0.99 -3.05 -3.47
C7 -0.39 -2.45 -2.27
O2 -0.39 -1.18 -2.09
N1 0.14 -3.27 -1.36
N2 0.57 -2.58 -0.30
C8 1.44 -3.08 0.52
C9 2.05 -2.10 1.37
C10 2.93 -2.39 2.40
C11 3.47 -1.36 3.13
C12 3.19 -0.06 2.73
C13 2.38 0.16 1.64
N3 1.75 -0.82 1.00
H1 -0.33 -4.85 -1.96
H2 -2.09 -5.97 -4.76
H3 -2.90 -4.44 -6.52
H4 -2.43 -2.01 -6.36
H5 -1.22 -1.14 -4.39
H6 1.76 -4.11 0.47
H7 3.15 -3.43 2.62
H8 4.11 -1.54 3.98
H9 3.61 0.77 3.28
H10 2.25 1.16 1.24
C14 -0.84 4.64 1.07
N4 -0.64 3.42 0.31
C15 -1.13 2.22 0.59
N5 -0.68 1.34 -0.28
C16 0.15 2.08 -1.07
N6 0.20 3.34 -0.74
C17 0.03 4.69 2.31
C18 -0.50 5.11 3.52
C19 0.30 5.15 4.65
C20 1.63 4.77 4.59
C21 2.16 4.35 3.37
C22 1.36 4.32 2.23
C23 3.53 3.88 3.34
N7 4.35 3.79 4.34
N8 5.47 3.17 3.90
C24 5.29 2.92 2.64
O3 4.08 3.37 2.21
C25 6.12 2.12 1.74
C26 7.15 1.33 2.24
C27 7.80 0.46 1.39
C28 7.44 0.37 0.05
C29 6.43 1.19 -0.46
C30 6.01 1.13 -1.91
N9 4.71 0.51 -2.06
C31 3.49 1.02 -1.80
N10 2.57 0.12 -2.08
C32 3.28 -0.94 -2.52
N11 4.58 -0.74 -2.51
C33 5.78 2.06 0.40
H11 -1.90 4.69 1.34
H12 -0.59 5.48 0.41
H13 -1.84 2.03 1.39
H14 0.67 1.64 -1.91
H15 -1.54 5.38 3.59
H16 -0.12 5.47 5.60
H17 2.27 4.77 5.46
H18 1.78 4.01 1.28
H19 7.41 1.40 3.29
H20 8.58 -0.18 1.77
H21 7.93 -0.33 -0.60
H22 6.70 0.52 -2.48
H23 5.96 2.13 -2.32
H24 3.31 2.01 -1.44
H25 2.84 -1.85 -2.87
H26 4.99 2.70 0.03
O4 -0.26 -0.12 4.48
S1 -0.79 0.30 3.21
O5 -2.13 0.87 3.26
O6 0.14 1.14 2.47
S2 -0.99 -1.44 2.12
C34 -5.59 1.53 2.30
C35 -5.15 2.04 1.09
C36 -4.32 1.30 0.27
C37 -3.91 0.03 0.66
C38 -4.34 -0.48 1.88
C39 -5.19 0.26 2.69
As1 -2.64 -1.02 -0.39
C40 -3.47 -2.78 -0.11
C41 -2.69 -3.89 0.17
C42 -3.26 -5.14 0.33
C43 -4.64 -5.29 0.24
C44 -5.43 -4.17 0.00
C45 -4.85 -2.93 -0.17
C46 -3.36 -0.60 -2.18
C47 -4.17 -1.46 -2.92
C48 -4.62 -1.10 -4.18
C49 -4.27 0.13 -4.72
C50 -3.44 0.99 -4.00
C51 -2.99 0.62 -2.75
H27 -6.24 2.11 2.93
H28 -5.47 3.03 0.78
H29 -3.98 1.71 -0.68
H30 -4.01 -1.46 2.20
H31 -5.53 -0.15 3.63
H32 -1.62 -3.78 0.28
H33 -2.65 -6.00 0.54
H34 -5.09 -6.26 0.36
H35 -6.51 -4.28 -0.05
H36 -5.47 -2.06 -0.35
H37 -4.43 -2.43 -2.52
H38 -5.24 -1.77 -4.74
H39 -4.62 0.41 -5.70
H40 -3.16 1.94 -4.43
H41 -2.31 1.26 -2.21

## Properties
LUMO (alpha / beta): -1.174 / -1.174 eV
Strongest force on any atom: 0.02777 Eh/bohr
Calculated total energy: -7098.48127 hartree
Frontier orbital gap (alpha / beta): 6.8 / 6.8 eV
2S+1: 2
E_HOMO (alpha / beta): -8.01 / -8.01 eV